Entry from the Open Molecules 2025 dataset: a 4-piece molecular cluster, C4H10NO2 overall in a non-equilibrium geometry (ωB97M-V/def2-TZVPD).

- Charge: +1
- Max |F|: 4.786 eV/Å
- Total energy: -363.3363 Ha
- Relative energy (zero: lowest compared OMol25 entry of this formula, charge and spin): 62.3 kcal per mole
- Spin multiplicity: 1
- E_HOMO: -16.165 eV
- Frontier orbital gap: 10.99 eV

Atoms and positions in Å:
C1 3.921 -0.524 0.632
C2 -0.841 -1.368 0.325
C3 -0.613 1.038 0.338
C4 -0.018 -0.088 -1.708
N1 -0.434 -0.072 -0.355
O1 4.945 -0.373 1.105
O2 2.888 -0.549 0.137
H1 -5.006 -2.062 1.765
H2 -1.621 -1.730 -0.387
H3 -0.112 -2.164 0.476
H4 -1.420 -1.044 1.135
H5 -0.530 1.979 -0.202
H6 -0.919 1.123 1.396
H7 -5.228 -2.050 0.932
H8 -0.230 0.865 -2.365
H9 1.048 -0.206 -1.662
H10 -0.420 -0.920 -2.235

Cartesian forces (eV/Å) of the 6 atoms listed first:
C 0.5338 0.7929 0.0858
C -1.1009 0.2999 -2.7866
C 0.1450 -1.3164 -1.7338
C 0.7054 2.0265 -2.4608
N -1.4256 1.9199 4.1460
O 1.5884 -0.2637 0.8157